a | {
  "formula": "C5H10O2",
  "method": "ωB97M-V/def2-TZVPD",
  "elements": ["C", "C", "O", "C", "C", "C", "O", "H", "H", "H", "H", "H", "H", "H", "H", "H", "H"],
  "positions_angstrom": [[-1.97, -1.70, 0.37], [-1.34, -0.43, -0.17], [0.07, -0.53, -0.02], [0.73, 0.70, 0.15], [2.17, 0.40, 0.52], [0.72, 1.52, -1.13], [0.86, 2.72, -1.15], [-1.69, -1.84, 1.42], [-3.07, -1.64, 0.31], [-1.64, -2.57, -0.19], [-1.60, -0.28, -1.23], [-1.71, 0.44, 0.39], [0.24, 1.30, 0.94], [2.72, 1.34, 0.70], [2.20, -0.22, 1.42], [2.66, -0.14, -0.29], [0.64, 0.92, -2.06]],
  "e_homo_ev": -9.61,
  "homo_lumo_gap_ev": 10.55,
  "total_charge": 0
}



b | {
  "formula": "C5H10O2",
  "method": "ωB97M-V/def2-TZVPD",
  "elements": ["C", "O", "C", "C", "C", "C", "O", "H", "H", "H", "H", "H", "H", "H", "H", "H", "H"],
  "positions_angstrom": [[2.44, 0.43, -0.05], [1.13, 0.41, -0.54], [0.40, -0.53, 0.16], [-0.21, -0.19, 1.50], [-0.99, -0.25, 0.29], [-1.84, 0.64, -0.38], [-1.90, 0.74, -1.78], [2.93, -0.55, -0.18], [2.48, 0.69, 1.02], [2.95, 1.17, -0.66], [0.71, -1.56, 0.01], [-0.30, -0.97, 2.25], [0.01, 0.80, 1.89], [-1.84, -2.08, -0.79], [-2.91, -0.79, -0.93], [-2.07, 1.51, 0.22], [-1.00, 0.53, -2.03]],
  "e_homo_ev": [-7.96, -8.42],
  "homo_lumo_gap_ev": [7.43, 8.35],
  "total_charge": 0
}



The most stable of them is a.